[1]
This record from the OMol25 dataset describes a structure of composition C15H17IN4O2S3Sm. The level of theory is the ωB97M-V functional and the def2-TZVPD basis.

Geometry as XYZ:
```
43
Properties=species:S:1:pos:R:3
Sm -0.4596 0.4195 0.0233
O -2.4557 -0.0449 -0.8712
N -2.6072 0.1549 -2.1830
C -3.7123 0.8340 -2.5635
C -3.9487 1.0896 -3.8824
C -3.0079 0.6386 -4.8167
C -1.8879 -0.0249 -4.3979
C -1.6347 -0.2789 -3.0319
S -0.2141 -1.0397 -2.4485
H -4.3277 1.1380 -1.7317
H -4.8305 1.6413 -4.1704
H -3.1525 0.8272 -5.8725
H -1.1403 -0.3579 -5.1029
S 2.0707 1.5655 0.0624
C 1.4641 3.1502 0.5010
C 2.3606 3.9324 1.3214
N 3.1060 4.5191 1.9732
C 0.2930 3.6993 0.0976
S -0.9066 2.9359 -0.9245
C -0.0046 5.0562 0.4954
N -0.2729 6.1339 0.7971
N 0.4212 -3.6783 2.4184
C -0.1062 -2.7394 1.5166
O 0.7132 -1.6789 1.2121
C -1.2847 -2.8535 0.9179
I -1.4221 0.6808 2.8498
H 0.7760 -3.2512 3.2642
H -0.3044 -4.3322 2.6789
H -1.9209 -3.7022 1.1205
H -1.6441 -2.1372 0.1938
C 4.1909 -2.1949 2.5505
C 3.0833 -2.2506 1.5055
C 3.5543 -1.7378 0.1494
C 1.9050 -1.4307 1.9988
H 5.0822 -2.7266 2.2130
H 3.8670 -2.6375 3.4955
H 4.4912 -1.1629 2.7539
H 2.7514 -3.2849 1.3921
H 3.9282 -0.7140 0.2225
H 2.7398 -1.7345 -0.5788
H 4.3502 -2.3695 -0.2505
H 2.0920 -0.3651 1.8610
H 1.6809 -1.5595 3.0594
```

Spin multiplicity: 6
Orbital gap (spin up / spin down) (eV): 7.04 / 7.09
Highest occupied orbital energy (spin up / spin down) (Ha): -0.1723 / -0.1731
Max |F| (eV Å⁻¹): 0.8
Charge: -1
Expectation value of S²: 8.759
E_LUMO (spin up / spin down) (eV): 2.3486 / 2.3771
Relative energy (zero: lowest compared OMol25 entry of this formula, charge and spin) (kcal/mol): 14.68

Results of the natural (NBO) charge analysis, in e, for atoms 1 through 2: 1.40 -0.65

[2]
This record from the OMol25 dataset describes a structure of composition C15H17N2RuS2 in a non-equilibrium geometry. The level of theory is the ωB97M-V functional and the def2-TZVPD basis.

Geometry as XYZ:
```
37
Properties=species:S:1:pos:R:3
C -1.6800 -0.6878 -2.0370
C -1.4506 0.7233 -1.7602
H -2.6513 -1.0951 -1.6871
H -1.4967 -1.0989 -3.0561
H -1.0389 1.3287 -2.5811
H -2.1523 1.1520 -1.0339
Ru -0.0341 -0.2491 -0.9465
C 1.7551 -1.3667 -1.6380
C 1.0076 -0.5944 -2.6287
C 2.2434 0.8703 -1.2994
C 2.5634 -0.4418 -0.8879
H 0.4530 -1.0193 -3.4545
H 0.8746 1.6633 -2.8759
H 2.6799 1.8086 -0.9417
C 1.2673 0.8060 -2.3403
H 3.3338 -0.7658 -0.1845
H 1.8010 -2.4440 -1.6201
C 2.6221 2.4695 1.5960
C 1.2572 2.1061 2.0625
N 0.4734 1.2334 1.4937
C -0.6999 0.9901 2.2018
C -0.7821 1.7265 3.3865
S 0.5758 2.7418 3.5965
C -1.5190 -0.1363 1.7999
C -2.6212 -0.7081 2.4259
S -3.0929 -2.2172 1.6707
C -1.7159 -2.0928 0.6262
N -1.0609 -0.9451 0.7582
C -1.3223 -3.0555 -0.4149
H 3.0515 3.1180 2.3591
H 3.2552 1.5869 1.4321
H 2.5440 3.0617 0.6783
H -1.6150 1.6720 4.0630
H -3.1425 -0.2244 3.2330
H -1.0809 -4.0040 0.0673
H -2.1679 -3.2306 -1.0928
H -0.4339 -2.6813 -0.9700
```

Spin multiplicity: 6
Orbital gap (spin up / spin down) (eV): 3.92 / 6.27
Highest occupied orbital energy (spin up / spin down) (Ha): -0.4224 / -0.5887
Max |F| (eV Å⁻¹): 6.7
Charge: +2
Expectation value of S²: 8.795
E_LUMO (spin up / spin down) (eV): -7.5773 / -9.7536
Relative energy (zero: lowest compared OMol25 entry of this formula, charge and spin) (kcal/mol): 36.62

Results of the natural (NBO) charge analysis, in e, for atoms 1 through 2: -0.45 -0.49

[3]
This record from the OMol25 dataset describes the molecule C15H17N3O3 in a non-equilibrium geometry. The level of theory is the ωB97M-V functional and the def2-TZVPD basis.

Geometry as XYZ:
```
38
Properties=species:S:1:pos:R:3
C 0.5267 2.7536 -1.9860
N 0.7197 1.3783 -1.6288
C -0.0437 0.6049 -0.8139
C 0.5395 -0.6416 -0.7732
C 1.6729 -0.5325 -1.6091
N 1.7568 0.6948 -2.1116
C 2.6557 -1.5536 -1.9347
C 3.7050 -1.2538 -2.8036
C 4.6455 -2.2124 -3.1244
C 4.5552 -3.4854 -2.5841
C 3.5173 -3.7921 -1.7201
C 2.5731 -2.8361 -1.3957
H 1.7688 -3.0858 -0.7210
H 3.4437 -4.7836 -1.2964
H 5.2911 -4.2356 -2.8353
H 5.4541 -1.9691 -3.7988
H 3.7614 -0.2586 -3.2160
H 0.1867 -1.4845 -0.2206
N -1.1810 1.1167 -0.2066
C -1.9848 0.4391 0.6694
O -1.7767 -0.7001 1.0154
C -3.1562 1.2838 1.1371
H -2.7864 2.2408 1.5085
H -3.8009 1.4768 0.2755
C -3.9674 0.5967 2.2349
C -3.1625 0.3788 3.5159
C -2.7181 1.6450 4.1936
O -2.6295 2.7400 3.7008
O -2.3970 1.4199 5.4748
H -2.0856 2.2360 5.8972
H -2.2647 -0.1986 3.2791
H -3.7372 -0.2028 4.2379
H -4.2980 -0.3784 1.8742
H -4.8474 1.2038 2.4546
H -1.4134 2.0747 -0.4244
H 0.5463 3.3965 -1.1020
H 1.3482 3.0301 -2.6434
H -0.4175 2.8944 -2.5191
```

Orbital gap (eV): 8.55
Highest occupied orbital energy (Ha): -0.2962
Max |F| (eV Å⁻¹): 1.1
Charge: 0
E_LUMO (eV): 0.4841
Relative energy (zero: lowest compared OMol25 entry of this formula, charge and spin) (kcal/mol): 42.09

Results of the natural (NBO) charge analysis, in e, for atoms 1 through 2: -0.42 -0.17

[4]
This record from the OMol25 dataset describes a structure of composition C15H17N7OS2Ta. The level of theory is the ωB97M-V functional and the def2-TZVPD basis.

Geometry as XYZ:
```
43
Properties=species:S:1:pos:R:3
Ta 0.5139 -0.2178 -0.7637
N -1.9702 -3.9504 -1.2288
C -1.5392 -2.6961 -1.2056
S 0.2449 -2.4808 -1.3247
N -2.3019 -1.6760 -1.0788
N -1.6483 -0.4423 -1.0646
C -2.5137 0.5136 -1.3249
C -2.2828 1.9176 -1.3985
C -3.3416 2.8029 -1.6436
C -3.1020 4.1649 -1.6664
C -1.8210 4.6570 -1.4347
C -0.7495 3.8021 -1.1741
C -1.0133 2.4549 -1.1751
O -0.0228 1.5272 -0.9131
H -1.3577 -4.7280 -1.4094
H -2.9616 -4.1297 -1.1419
H -3.5273 0.1636 -1.4989
H -4.3393 2.4151 -1.8078
H -3.9140 4.8518 -1.8605
H -1.6473 5.7250 -1.4534
H 0.2445 4.1911 -0.9995
N 1.4476 0.0230 -2.7506
N 2.5184 -0.0194 -1.7688
H 1.5387 -0.6795 -3.4857
H 1.3880 0.9440 -3.1875
H 3.2063 0.7254 -1.8872
H 3.0254 -0.9058 -1.8351
N 1.3006 2.1460 1.4976
C 1.3349 0.8963 1.9601
N 1.2541 -0.2412 1.1812
C 1.4865 -1.4007 2.0460
C 1.7174 -2.7186 1.6838
C 1.8981 -3.6655 2.6815
C 1.8629 -3.3234 4.0289
C 1.6829 -2.0034 4.4017
C 1.5132 -1.0679 3.3947
S 1.4308 0.6528 3.6351
H 1.4670 2.3789 0.5355
H 1.4025 2.9081 2.1544
H 1.7872 -3.0342 0.6567
H 2.0853 -4.6919 2.3972
H 2.0066 -4.0814 4.7861
H 1.6961 -1.7074 5.4422
```

Orbital gap (eV): 6.12
Highest occupied orbital energy (Ha): -0.6397
Max |F| (eV Å⁻¹): 0.7
Charge: +3
E_LUMO (eV): -11.2890
Relative energy (zero: lowest compared OMol25 entry of this formula, charge and spin) (kcal/mol): 16.28

Results of the natural (NBO) charge analysis, in e, for atoms 1 through 2: 2.15 -0.74

[5]
This record from the OMol25 dataset describes a cluster of 2 separate species, C15H17NO5S2 in total in a non-equilibrium geometry. The level of theory is the ωB97M-V functional and the def2-TZVPD basis.

Geometry as XYZ:
```
40
Properties=species:S:1:pos:R:3
C 2.3346 -4.6069 1.9881
C 1.6118 -3.3007 2.1765
O 0.5630 -3.2043 1.2019
C -0.2544 -2.1396 1.4745
C -1.2126 -1.8818 0.4431
C -2.1906 -0.8745 0.6840
O -3.3936 -1.0268 0.4019
C -1.7425 0.4552 1.2660
C -0.4557 0.9794 1.0487
C -0.0627 2.1942 1.5929
C -0.9708 2.9104 2.3930
N -0.5009 4.0495 3.1076
O -1.2872 4.6607 3.8640
O 0.6969 4.3879 2.9565
C -2.2924 2.4483 2.5593
C -2.6717 1.2424 1.9818
O -0.1320 -1.5268 2.5357
H 3.1982 -4.6159 2.6545
H 1.6928 -5.4509 2.2638
H 2.6899 -4.7345 0.9609
H 1.1886 -3.2394 3.1869
H 2.2928 -2.4483 2.0306
H -1.2425 -2.4615 -0.4697
H 0.2516 0.4165 0.4422
H 0.9376 2.5869 1.4350
H -2.9858 3.0498 3.1418
H -3.7000 0.8967 2.0972
C -4.1006 -6.8721 -0.3846
C -2.8984 -7.1621 0.4997
S -2.4823 -5.7962 1.6280
C -2.1245 -4.5752 0.5206
S -3.3569 -4.1183 -0.5327
C -3.8890 -5.6790 -1.3045
H -4.2799 -7.7515 -1.0118
H -4.9921 -6.7169 0.2308
H -3.0930 -8.0077 1.1718
H -1.9968 -7.3606 -0.0897
H -1.1134 -4.1748 0.5214
H -3.1377 -5.8876 -2.0742
H -4.8324 -5.3950 -1.7899
```

Orbital gap (eV): 4.90
Highest occupied orbital energy (Ha): -0.2860
Max |F| (eV Å⁻¹): 3.2
Charge: 0
E_LUMO (eV): -2.8817
Relative energy (zero: lowest compared OMol25 entry of this formula, charge and spin) (kcal/mol): 0.00

Results of the natural (NBO) charge analysis, in e, for atoms 1 through 2: -0.62 -0.07

[6]
This record from the OMol25 dataset describes a structure of composition C15H18AuBrN2O. The level of theory is the ωB97M-V functional and the def2-TZVPD basis.

Geometry as XYZ:
```
38
Properties=species:S:1:pos:R:3
Au 0.2713 0.8414 -0.2246
Br 1.9787 -0.1261 -2.6071
C 0.3208 -0.1862 -3.5572
C 0.4516 -0.6085 -4.8493
C -0.6730 -0.7072 -5.6872
C -1.8967 -0.3747 -5.1983
C -2.0551 0.0674 -3.8626
C -3.3512 0.4025 -3.4064
C -3.5412 0.8303 -2.1304
C -2.4417 0.9381 -1.2583
C -1.1487 0.6308 -1.6290
C -0.9358 0.1793 -2.9777
H 1.4304 -0.8673 -5.2275
H -0.5505 -1.0441 -6.7081
H -2.7798 -0.4412 -5.8226
H -4.1802 0.3110 -4.0979
H -4.5324 1.0893 -1.7785
H -2.6308 1.2821 -0.2499
C 2.1505 -1.6222 1.1805
N 1.5672 -1.0133 2.3686
C 0.6477 -1.8692 3.1055
C 1.4567 0.3407 2.4041
O 1.6854 1.0597 1.4007
N 1.1374 0.9262 3.5834
C 1.5369 0.3807 4.8697
C 0.8198 2.3460 3.5609
H 2.5135 -2.6128 1.4526
H 2.9819 -1.0200 0.8242
H 1.4173 -1.7119 0.3741
H 0.0787 -2.4713 2.3941
H -0.0580 -1.2712 3.6755
H 1.1802 -2.5405 3.7822
H 2.1149 -0.5285 4.7333
H 0.6727 0.1635 5.5008
H 2.1668 1.1084 5.3861
H 0.2599 2.5831 2.6604
H 1.7233 2.9602 3.5808
H 0.2115 2.5754 4.4351
```

Orbital gap (eV): 7.98
Highest occupied orbital energy (Ha): -0.2751
Max |F| (eV Å⁻¹): 0.2
Charge: 0
E_LUMO (eV): 0.4940

Results of the natural (NBO) charge analysis, in e, for atoms 1 through 2: 0.42 0.03

[7]
This record from the OMol25 dataset describes a cluster of 10 separate species, C15H18BCl36N2O3 in total in a non-equilibrium geometry. The level of theory is the ωB97M-V functional and the def2-TZVPD basis.

Geometry as XYZ:
```
75
Properties=species:S:1:pos:R:3
C 0.8202 -1.7369 -0.2130
B 0.0773 -0.4066 0.2191
O -1.1319 -0.0644 -0.4486
N 0.5703 0.5714 1.3016
O 1.7995 0.1564 1.8051
C 2.6220 1.2623 2.2340
C 3.3882 1.9421 1.0617
N 4.3177 1.0438 0.3660
C 3.7890 0.5652 -0.9236
C 3.7236 1.6362 -2.0439
C 2.5856 1.2007 -3.0431
O 4.9709 1.7624 -2.6869
H 0.3459 -2.0687 -1.1515
H 1.9006 -1.6209 -0.3889
H 0.6492 -2.5077 0.5607
H -0.9209 0.6277 -1.0869
H 0.6255 1.5483 0.9560
H -0.1682 0.5994 2.0434
H 1.9546 2.0300 2.6911
H 3.2847 0.9457 3.0540
H 2.6386 2.3448 0.3612
H 3.9886 2.7639 1.4944
H 4.4191 0.2133 0.9420
H 4.4100 -0.2697 -1.2919
H 2.7519 0.1927 -0.7709
H 3.4219 2.6093 -1.6121
H 1.7717 1.9439 -3.0332
H 2.1610 0.2126 -2.7833
H 2.9490 1.1278 -4.0914
H 4.8451 1.8781 -3.6225
C -3.3933 1.7452 2.2989
Cl -2.4462 0.2831 2.6611
Cl -2.4693 2.8167 1.2294
Cl -4.8995 1.2749 1.5043
Cl -3.7548 2.5928 3.8067
C -3.1543 -1.1392 6.5251
Cl -3.1446 -2.8640 6.9172
Cl -3.3795 -0.1952 8.0060
Cl -1.6041 -0.6954 5.7794
Cl -4.4785 -0.7976 5.3973
C -2.6215 -3.5999 0.0849
Cl -1.2832 -4.6445 0.5951
Cl -4.1477 -4.4744 0.2465
Cl -2.6685 -2.1455 1.1068
Cl -2.3913 -3.1231 -1.6051
C 0.5775 5.1766 -0.8306
Cl 0.9387 5.9027 -2.3992
Cl -0.8760 5.9167 -0.1481
Cl 0.3050 3.4283 -1.0480
Cl 1.9433 5.4248 0.2680
C -1.9492 -6.5155 -3.6112
Cl -2.0293 -7.9029 -4.7069
Cl -0.8757 -5.2815 -4.2978
Cl -3.5714 -5.8361 -3.3988
Cl -1.3174 -7.0379 -2.0399
C 2.8317 -1.9670 -5.6272
Cl 2.7285 -3.4013 -6.6573
Cl 3.9735 -0.8108 -6.3325
Cl 1.2309 -1.2133 -5.5019
Cl 3.3899 -2.4391 -4.0108
C 3.2465 3.3701 -7.5657
Cl 3.1463 1.9378 -8.6026
Cl 4.3887 4.5283 -8.2610
Cl 1.6474 4.1197 -7.4349
Cl 3.8037 2.8891 -5.9495
C -7.9226 -2.9370 -0.8288
Cl -7.8611 -3.3537 -2.5486
Cl -6.6390 -1.7687 -0.4589
Cl -9.4973 -2.2250 -0.4472
Cl -7.6838 -4.4000 0.1418
C -1.3704 1.7835 11.5602
Cl -2.3918 1.5613 12.9893
Cl -2.1973 1.1274 10.1323
Cl -1.0568 3.5105 11.3189
Cl 0.1642 0.9306 11.7909
```

Orbital gap (eV): 8.85
Highest occupied orbital energy (Ha): -0.4365
Max |F| (eV Å⁻¹): 3.3
Charge: +1
E_LUMO (eV): -3.0327

Results of the Mulliken charge analysis, in e, for atoms 1 through 2: -0.54 0.75

[8]
This record from the OMol25 dataset describes a structure of composition C15H18BKN12S. The level of theory is the ωB97M-V functional and the def2-TZVPD basis.

Geometry as XYZ:
```
48
Properties=species:S:1:pos:R:3
K -0.5489 0.7110 -2.1957
C -3.0811 2.7218 -1.2066
C -1.8234 3.2025 -0.7954
N -1.1817 2.3012 -0.0623
N -2.0121 1.2382 0.0322
C -3.1609 1.4662 -0.6487
B -1.7403 -0.0056 0.9163
N -2.1456 -1.2696 0.1101
C -2.8177 -2.3644 0.5316
C -2.8838 -3.2545 -0.5167
C -2.1976 -2.6175 -1.5583
N -1.7561 -1.4277 -1.1787
N -0.2327 -0.0379 1.3025
C 0.2360 -0.0624 2.5627
C 1.6081 -0.1544 2.5173
C 1.8845 -0.1804 1.1458
N 0.7758 -0.1097 0.4088
N -2.5541 0.1262 2.1988
C -3.0741 1.2642 2.7282
C -3.5439 0.9680 3.9832
C -3.2522 -0.3966 4.1489
N -2.6551 -0.8967 3.0809
H -3.8283 3.2280 -1.7932
H -1.3608 4.1550 -1.0025
H -3.9479 0.7297 -0.6659
H -3.1901 -2.4250 1.5382
H -3.3610 -4.2185 -0.5263
H -2.0259 -2.9644 -2.5659
H -0.4371 -0.0289 3.4010
H 2.2975 -0.2072 3.3408
H 2.8555 -0.2708 0.6848
H -3.0657 2.1942 2.1863
H -4.0247 1.6342 4.6778
H -3.4549 -1.0323 4.9966
C 5.1756 -0.6668 -0.6517
C 4.8902 -0.3123 -2.0564
N 5.7961 -0.2965 -3.0216
N 5.1360 0.0762 -4.1082
C 3.8298 0.2933 -3.9001
S 2.6958 0.7779 -5.0325
N 3.6747 0.0341 -2.5633
N 2.4479 0.1326 -1.9115
H 6.2305 -0.9135 -0.5700
H 4.5780 -1.5248 -0.3383
H 4.9470 0.1664 0.0134
H 5.6170 0.1712 -4.9948
H 2.5044 0.8044 -1.1477
H 2.1770 -0.7580 -1.4938
```

Spin multiplicity: 2
Orbital gap (spin up / spin down) (eV): 7.12 / 2.99
Highest occupied orbital energy (spin up / spin down) (Ha): -0.3935 / -0.3935
Max |F| (eV Å⁻¹): 0.3
Charge: +1
Expectation value of S²: 0.771
E_LUMO (spin up / spin down) (eV): -3.5904 / -7.7211
Relative energy (zero: lowest compared OMol25 entry of this formula, charge and spin) (kcal/mol): 12.11

Results of the natural (NBO) charge analysis, in e, for atoms 1 through 2: 0.94 -0.37

| no. | total energy (eV) |
| --- | --- |
| 1 | -84401.243 |
| 2 | -43040.744 |
| 3 | -26444.730 |
| 4 | -51506.226 |
| 5 | -49222.285 |
| 6 | -94609.573 |
| 7 | -476443.019 |
| 8 | -61559.989 |